The following is a quantum chemistry calculation of a molecular structure, C23H35Al2Br4Ca2Cl8F4NO6S in a non-equilibrium geometry, from the Open Molecules 2025 dataset.

ORCA input file:
```
! wB97M-V def2-TZVPD RIJCOSX def2/J DEFGRID3
* xyz 0 1
C -0.63 -4.28 -0.87
C 0.00 -3.06 -0.24
Br 1.57 -3.58 0.78
C 0.35 -1.97 -1.28
Al 0.98 -0.28 -0.42
S 2.16 0.91 -2.01
C -0.49 1.04 0.25
C -1.72 0.40 0.73
O -1.99 0.28 1.92
C -2.69 -0.07 -0.44
C -3.20 0.96 -1.35
C -3.98 0.58 -2.37
C -4.26 -0.75 -2.50
C -3.79 -1.69 -1.68
C -2.99 -1.35 -0.62
H -1.09 -4.02 -1.82
H -1.40 -4.70 -0.24
H 0.10 -5.04 -1.09
H -0.66 -2.59 0.49
H 1.20 -2.36 -1.83
H -0.45 -1.85 -2.01
H 1.90 -0.55 0.85
H 1.89 0.43 -3.22
H -0.74 1.69 -0.59
H -0.10 1.70 1.02
H -2.94 2.05 -1.22
H -4.33 1.33 -3.05
H -4.86 -1.05 -3.34
H -3.99 -2.73 -1.83
H -2.63 -2.14 0.02
Ca -3.09 2.28 0.74
C 2.76 3.96 -4.18
C 3.42 5.04 -5.04
C 2.32 5.35 -6.05
O 1.08 5.12 -5.38
C 1.32 4.44 -4.14
H 3.20 3.86 -3.19
H 2.83 3.00 -4.68
H 3.63 5.93 -4.43
H 4.35 4.73 -5.51
H 2.37 4.68 -6.91
H 2.36 6.38 -6.41
H 1.16 5.15 -3.33
H 0.61 3.62 -4.03
F 3.84 -5.67 2.25
Al 3.33 -7.20 1.70
F 3.59 -7.31 0.04
F 1.68 -7.38 2.02
F 4.19 -8.41 2.49
C 1.31 1.44 2.69
O 1.52 1.84 1.57
N 2.28 0.88 3.43
C 2.17 0.31 4.77
C 3.45 0.89 2.68
H 0.32 1.47 3.16
H 2.84 0.84 5.45
H 2.43 -0.74 4.73
H 1.15 0.41 5.13
H 3.69 1.93 2.48
H 3.26 0.37 1.71
H 4.29 0.40 3.19
C -0.11 4.37 1.43
O -0.63 3.98 0.34
O 0.84 5.22 1.49
O -0.43 3.91 2.60
C -1.68 6.96 -3.81
Cl -1.67 5.48 -2.83
Cl -1.77 6.53 -5.51
Cl -3.08 7.94 -3.36
Cl -0.20 7.87 -3.50
C -0.29 -2.85 4.40
Cl 0.42 -2.05 5.82
Cl -0.56 -1.68 3.09
H 0.40 -3.61 4.05
H -1.23 -3.29 4.68
C 1.04 -8.55 5.83
Br 1.42 -8.67 7.72
Br 1.22 -6.75 5.19
Br 2.09 -9.78 4.81
H 0.00 -8.83 5.70
C -7.31 -0.74 0.24
Cl -6.30 0.11 -0.95
Cl -6.49 -0.83 1.80
H -8.25 -0.21 0.37
H -7.49 -1.75 -0.12
Ca 5.17 2.24 1.49
*
```

Results
E	-18018.88769	Ha
E_LUMO	-4.195	eV
Kohn-Sham gap	2.413	eV
max |F|	4.26	eV/A

The following is a quantum chemistry calculation of 7 unconnected molecules or ions with the total composition C23H35ClNO13 in a non-equilibrium geometry, from the Open Molecules 2025 dataset.

ORCA input file:
```
! wB97M-V def2-TZVPD RIJCOSX def2/J DEFGRID3
* xyz -1 1
Cl 0.72 -0.32 0.45
O 0.14 -1.36 1.28
O 0.49 -0.54 -0.99
O 0.16 0.88 0.74
O 2.08 -0.27 0.68
O 3.92 3.71 5.97
C 3.68 3.20 4.91
O 2.40 2.82 4.49
C 2.41 2.34 3.15
C 3.92 1.92 2.89
C 4.70 2.86 3.92
H 2.11 3.22 2.57
H 1.74 1.48 3.05
H 4.19 2.09 1.85
H 4.23 0.91 3.18
H 5.15 3.80 3.61
H 5.57 2.31 4.27
O -3.63 -3.80 -2.83
C -3.22 -3.69 -1.69
O -4.06 -3.20 -0.75
C -3.35 -2.94 0.39
C -2.07 -3.85 0.28
C -1.78 -3.60 -1.21
H -3.98 -3.36 1.17
H -3.24 -1.89 0.65
H -2.43 -4.87 0.43
H -1.21 -3.66 0.92
H -1.15 -4.25 -1.81
H -1.46 -2.56 -1.19
O -2.53 2.60 -3.98
C -2.93 1.75 -3.21
O -3.69 0.70 -3.61
C -4.01 -0.22 -2.52
C -3.40 0.41 -1.33
C -2.55 1.62 -1.79
H -3.51 -1.19 -2.62
H -5.07 -0.45 -2.53
H -2.79 -0.30 -0.77
H -4.09 0.79 -0.58
H -1.48 1.43 -1.73
H -2.68 2.58 -1.28
O 0.27 2.19 -3.90
C 1.32 1.88 -3.35
O 2.07 0.85 -3.71
C 3.34 0.78 -3.06
C 3.33 2.14 -2.21
C 1.89 2.62 -2.30
H 4.22 0.76 -3.70
H 3.38 -0.04 -2.36
H 3.99 2.86 -2.69
H 3.76 2.01 -1.21
H 1.88 3.60 -2.77
H 1.40 2.45 -1.34
N 2.41 -3.19 -0.87
C 1.88 -4.36 -0.36
C 1.87 -5.36 -1.35
C 2.56 -4.67 -2.45
C 2.92 -3.37 -2.10
H 2.54 -2.41 -0.25
H 1.40 -4.40 0.60
H 1.63 -6.41 -1.32
H 2.83 -5.17 -3.36
H 3.49 -2.57 -2.55
C -3.80 1.96 4.35
C -3.23 2.96 3.25
O -3.39 4.16 3.17
C -2.48 2.30 2.10
H -4.69 2.24 4.92
H -3.02 1.66 5.06
H -4.17 1.06 3.87
H -2.08 1.35 2.46
H -1.69 2.97 1.75
H -3.10 2.02 1.25
*
```

Results
E	-2390.25259	Ha
relative energy (zero: lowest compared OMol25 entry of this formula, charge and spin)	0.0	kcal/mol
E_LUMO	2.372	eV
Kohn-Sham gap	8.439	eV
max |F|	6.52	eV/A

The following is a quantum chemistry calculation of 3 unconnected molecules or ions with the total composition C23H35F2O6PS, from the Open Molecules 2025 dataset.

ORCA input file:
```
! wB97M-V def2-TZVPD RIJCOSX def2/J DEFGRID3
* xyz 0 1
C 0.85 6.15 1.50
C 1.95 5.62 2.42
C 3.37 5.68 1.82
C 3.98 4.36 1.35
C 3.52 3.87 -0.03
C 2.11 3.24 -0.06
C 2.06 1.78 -0.57
C 1.22 0.89 0.34
C -0.28 1.23 0.26
C -0.94 1.04 1.61
O -2.38 1.19 1.55
P -2.96 2.65 1.59
O -2.39 3.67 0.72
O -2.91 3.03 3.14
O -4.50 2.32 1.33
C -5.15 3.01 0.27
S -6.84 2.44 0.23
O -7.32 2.67 -1.11
O -7.54 2.96 1.36
H 1.11 7.14 1.12
H 0.68 5.49 0.65
H -0.10 6.23 2.03
H 1.94 6.20 3.34
H 1.71 4.59 2.71
H 4.04 6.09 2.58
H 3.40 6.39 0.99
H 3.77 3.57 2.08
H 5.07 4.47 1.32
H 4.24 3.11 -0.36
H 3.58 4.70 -0.74
H 1.72 3.24 0.97
H 1.44 3.86 -0.65
H 1.62 1.77 -1.57
H 3.07 1.38 -0.65
H 1.37 -0.17 0.11
H 1.57 1.01 1.37
H -0.77 0.58 -0.47
H -0.41 2.25 -0.09
H -0.77 0.02 1.97
H -0.52 1.72 2.36
H -2.64 3.96 3.21
H -5.24 4.08 0.46
H -4.69 2.81 -0.70
H -6.68 1.10 0.41
F 2.41 -2.09 1.30
C 2.36 -3.10 0.41
C 2.16 -4.39 0.87
C 2.10 -5.42 -0.06
C 2.23 -5.16 -1.42
C 2.43 -3.85 -1.85
C 2.49 -2.81 -0.94
H 2.06 -4.57 1.93
H 1.94 -6.43 0.28
H 2.18 -5.96 -2.13
H 2.54 -3.64 -2.91
H 2.65 -1.79 -1.25
F 0.16 -6.15 -3.48
C -0.84 -7.01 -3.18
C -1.42 -7.75 -4.19
C -2.44 -8.62 -3.86
C -2.87 -8.74 -2.54
C -2.27 -7.99 -1.55
C -1.24 -7.11 -1.86
H -1.07 -7.63 -5.20
H -2.91 -9.21 -4.63
H -3.67 -9.43 -2.29
H -2.60 -8.07 -0.52
H -0.75 -6.50 -1.10
*
```

Results
E	-2288.18131	Ha
E_LUMO	0.510	eV
Kohn-Sham gap	9.962	eV
max |F|	0.33	eV/A
SMILES string	CCCCCCCCCCO[P@](=O)(O)OC[SH](=O)=O.Fc1ccccc1.Fc1ccccc1

The following is a quantum chemistry calculation of a molecular structure, C23H35F5NO23PPt in a non-equilibrium geometry, from the Open Molecules 2025 dataset.

ORCA input file:
```
! wB97M-V def2-TZVPD RIJCOSX def2/J DEFGRID3
* xyz 0 3
Pt -0.72 1.58 -2.35
C 0.06 0.61 -0.04
O 0.57 0.21 1.04
O -0.33 -0.13 -0.99
O 0.10 1.78 -0.30
C -2.41 -4.31 -0.51
C -2.37 -3.75 0.86
C -1.61 -4.81 1.79
O -2.12 -6.19 1.70
C -3.43 -6.16 2.22
N -1.82 -2.43 0.92
H -3.18 -5.06 -0.69
H -1.42 -4.65 -0.81
H -2.65 -3.39 -1.04
H -3.33 -3.53 1.33
H -1.65 -4.40 2.80
H -0.57 -4.87 1.49
H -3.53 -6.92 2.99
H -4.14 -6.47 1.45
H -3.82 -5.21 2.57
H -0.86 -2.33 0.63
H -2.24 -1.97 0.12
C -3.52 0.31 1.22
O -4.26 1.23 0.47
P -4.02 1.49 -1.09
O -2.65 2.04 -1.45
O -5.11 2.59 -1.46
C -5.13 3.08 -2.79
O -4.45 0.06 -1.79
C -5.70 -0.45 -1.68
H -3.03 0.80 2.06
H -2.95 -0.28 0.51
H -4.26 -0.36 1.66
H -5.28 4.15 -2.90
H -5.94 2.59 -3.33
H -4.18 3.08 -3.34
H -6.23 -0.82 -2.56
H -6.41 0.20 -1.17
H -5.69 -1.28 -0.98
C 1.74 -1.76 -3.15
C 2.93 -1.22 -2.31
O 3.98 -1.34 -3.29
C 3.62 -2.24 -4.19
O 4.42 -2.89 -4.94
O 2.25 -2.21 -4.32
F 3.32 -1.92 -1.26
H 1.15 -0.87 -3.33
H 1.16 -2.65 -2.87
H 2.64 -0.25 -1.90
C 3.41 2.63 -1.09
C 4.70 2.22 -0.51
O 5.57 2.81 -1.46
C 4.94 2.89 -2.65
O 5.40 3.17 -3.73
O 3.70 2.49 -2.46
F 4.86 0.93 -0.58
H 3.02 3.62 -0.84
H 2.61 1.91 -0.91
H 4.74 2.52 0.54
C 2.07 1.18 3.70
C 2.82 2.05 2.64
O 4.14 1.67 2.93
C 4.23 1.09 4.10
O 5.30 0.72 4.62
O 3.06 1.04 4.61
F 2.62 3.35 2.83
H 1.93 0.20 3.24
H 1.22 1.66 4.18
H 2.49 1.84 1.63
C 2.95 -2.07 1.73
C 1.64 -2.75 1.70
O 1.52 -3.40 2.90
C 2.50 -3.03 3.71
O 2.40 -3.06 4.95
O 3.39 -2.28 3.06
F 1.84 -3.71 0.67
H 2.78 -1.02 1.47
H 3.62 -2.39 0.93
H 0.77 -2.13 1.51
C 0.19 4.93 -0.73
C -1.18 5.38 -1.08
O -1.05 6.78 -1.21
C 0.13 7.20 -0.71
O 0.68 8.32 -0.83
O 0.87 6.09 -0.34
F -1.88 5.00 0.01
H 0.57 4.42 -1.61
H 0.17 4.18 0.06
H -1.64 4.88 -1.94
*
```

Results
E	-3642.52595	Ha
E_LUMO (alpha / beta)	-3.281 / -3.422	eV
Kohn-Sham gap (alpha / beta)	6.650 / 6.509	eV
max |F|	7.51	eV/A

The following is a quantum chemistry calculation of a molecular structure, C23H35IN11OP2 in a non-equilibrium geometry, from the Open Molecules 2025 dataset.

ORCA input file:
```
! wB97M-V def2-TZVPD RIJCOSX def2/J DEFGRID3
* xyz 1 1
C 1.94 -3.53 2.05
N 2.19 -2.27 1.35
C 1.29 -1.40 0.92
N 1.55 -0.25 0.28
C 0.42 0.37 0.00
C 0.29 1.65 -0.70
C 0.56 2.83 -0.03
C 0.48 4.05 -0.68
C 0.11 4.07 -2.02
C -0.19 2.89 -2.68
C -0.10 1.66 -2.04
N -0.60 -0.39 0.44
P -2.34 -0.21 0.39
N -2.78 1.39 0.06
O -2.83 -1.05 -0.94
N -0.08 -1.51 1.03
I -1.46 -2.84 1.80
P 3.91 -1.88 1.06
C 4.29 -0.18 1.58
C 4.29 -2.11 -0.71
H 1.24 -4.12 1.46
H 2.87 -4.08 2.08
H 1.55 -3.35 3.05
H 0.84 2.81 1.02
H 0.70 5.00 -0.20
H 0.05 5.03 -2.52
H -0.47 2.89 -3.73
H -0.30 0.74 -2.57
H -3.79 1.39 0.17
H -2.64 1.65 -0.92
H -2.34 -0.78 -1.73
H 3.73 0.13 2.46
H 5.35 -0.13 1.80
H 4.12 0.54 0.77
H 5.36 -2.21 -0.87
H 3.83 -3.05 -1.03
H 3.94 -1.29 -1.34
C 4.15 5.71 -1.87
C 3.56 6.93 -1.33
N 3.09 7.89 -0.90
H 4.00 4.88 -1.19
H 3.69 5.47 -2.83
H 5.22 5.85 -2.02
C 0.54 -7.08 -0.98
C -0.03 -5.87 -0.39
N -0.47 -4.92 0.07
H 0.39 -7.92 -0.31
H 0.05 -7.29 -1.93
H 1.61 -6.94 -1.15
C -6.96 0.23 0.76
C -6.25 1.34 0.13
N -5.70 2.21 -0.37
H -7.59 0.60 1.56
H -7.58 -0.28 0.02
H -6.25 -0.49 1.16
C -8.96 -2.11 3.85
C -8.79 -2.13 2.40
N -8.67 -2.15 1.26
H -9.19 -3.11 4.21
H -8.04 -1.76 4.33
H -9.77 -1.43 4.12
C 6.60 -3.72 -4.16
C 6.97 -2.69 -3.18
N 7.27 -1.89 -2.42
H 5.62 -4.12 -3.90
H 6.56 -3.28 -5.15
H 7.33 -4.52 -4.15
C -1.55 5.09 2.18
C -0.60 4.87 3.27
N 0.15 4.71 4.12
H -1.97 6.09 2.24
H -1.04 4.96 1.23
H -2.36 4.36 2.25
*
```

Results
E	-2555.08282	Ha
E_LUMO	-3.750	eV
Kohn-Sham gap	6.790	eV
max |F|	3.10	eV/A

The following is a quantum chemistry calculation of a molecular structure, C23H35INO3P2Ti in a non-equilibrium geometry, from the Open Molecules 2025 dataset.

ORCA input file:
```
! wB97M-V def2-TZVPD RIJCOSX def2/J DEFGRID3
* xyz 2 2
C -0.51 0.07 -4.40
I 2.27 -0.28 -2.55
H 0.36 0.36 -5.03
H -1.22 0.89 -4.40
H -0.93 -0.80 -4.89
Ti -0.27 -0.09 -2.28
P -0.12 2.45 -2.08
C -1.64 3.36 -2.51
C 0.30 3.06 -0.39
H 0.67 4.09 -0.50
H 1.08 4.32 -2.94
H 1.07 2.43 0.06
H 2.15 2.88 -2.79
H -2.37 3.25 -1.69
H -0.60 3.06 0.24
C 1.16 3.23 -3.10
H -1.37 4.41 -2.64
H 1.00 3.00 -4.16
H -2.07 2.95 -3.43
P -0.39 -2.71 -2.07
C -1.86 -3.75 -2.27
C 0.82 -3.51 -3.17
H 1.16 -2.71 -0.20
H 0.45 -4.34 -0.50
H -0.50 -3.05 0.34
C 0.25 -3.26 -0.44
H 1.83 -3.13 -2.95
H 0.77 -4.59 -2.96
H -1.51 -4.77 -2.41
H -2.44 -3.42 -3.13
H 0.57 -3.30 -4.22
H -2.47 -3.68 -1.37
C -2.29 -0.78 -2.98
O -3.36 -0.94 -3.40
C 3.57 1.66 2.28
C 2.91 0.31 2.41
C 3.67 -0.81 2.08
C 3.13 -2.10 2.17
C 1.79 -2.24 2.53
C 0.98 -1.10 2.74
N -0.37 -1.35 2.81
C -1.42 -0.43 2.79
C -2.09 -0.32 4.03
C -3.06 0.67 4.19
C -3.39 1.53 3.12
C -2.77 1.36 1.88
C -1.84 0.33 1.66
C -1.27 0.13 0.25
O -2.00 0.47 -0.75
O -0.11 -0.34 0.03
C 1.58 0.17 2.85
C 0.83 1.36 3.35
H 2.98 2.35 1.65
H 3.75 2.14 3.26
H 4.55 1.52 1.80
H 4.69 -0.67 1.74
H 3.75 -2.99 1.96
H 1.32 -3.23 2.55
H -0.61 -2.27 3.14
H -1.80 -0.99 4.86
H -3.55 0.78 5.16
H -4.12 2.33 3.23
H -3.02 1.96 1.00
H 0.17 1.78 2.58
H 0.21 1.15 4.22
H 1.53 2.16 3.64
*
```

Results
E	-3007.28714	Ha
E_LUMO (alpha / beta)	-6.884 / -8.578	eV
Kohn-Sham gap (alpha / beta)	7.582 / 5.888	eV
max |F|	4.86	eV/A

Question: The highest E belongs to which entry?
Answer: C23H35F2O6PS

Copy entry 4 word for word.
The following is a quantum chemistry calculation of a molecular structure, C23H35F5NO23PPt in a non-equilibrium geometry, from the Open Molecules 2025 dataset.

ORCA input file:
```
! wB97M-V def2-TZVPD RIJCOSX def2/J DEFGRID3
* xyz 0 3
Pt -0.72 1.58 -2.35
C 0.06 0.61 -0.04
O 0.57 0.21 1.04
O -0.33 -0.13 -0.99
O 0.10 1.78 -0.30
C -2.41 -4.31 -0.51
C -2.37 -3.75 0.86
C -1.61 -4.81 1.79
O -2.12 -6.19 1.70
C -3.43 -6.16 2.22
N -1.82 -2.43 0.92
H -3.18 -5.06 -0.69
H -1.42 -4.65 -0.81
H -2.65 -3.39 -1.04
H -3.33 -3.53 1.33
H -1.65 -4.40 2.80
H -0.57 -4.87 1.49
H -3.53 -6.92 2.99
H -4.14 -6.47 1.45
H -3.82 -5.21 2.57
H -0.86 -2.33 0.63
H -2.24 -1.97 0.12
C -3.52 0.31 1.22
O -4.26 1.23 0.47
P -4.02 1.49 -1.09
O -2.65 2.04 -1.45
O -5.11 2.59 -1.46
C -5.13 3.08 -2.79
O -4.45 0.06 -1.79
C -5.70 -0.45 -1.68
H -3.03 0.80 2.06
H -2.95 -0.28 0.51
H -4.26 -0.36 1.66
H -5.28 4.15 -2.90
H -5.94 2.59 -3.33
H -4.18 3.08 -3.34
H -6.23 -0.82 -2.56
H -6.41 0.20 -1.17
H -5.69 -1.28 -0.98
C 1.74 -1.76 -3.15
C 2.93 -1.22 -2.31
O 3.98 -1.34 -3.29
C 3.62 -2.24 -4.19
O 4.42 -2.89 -4.94
O 2.25 -2.21 -4.32
F 3.32 -1.92 -1.26
H 1.15 -0.87 -3.33
H 1.16 -2.65 -2.87
H 2.64 -0.25 -1.90
C 3.41 2.63 -1.09
C 4.70 2.22 -0.51
O 5.57 2.81 -1.46
C 4.94 2.89 -2.65
O 5.40 3.17 -3.73
O 3.70 2.49 -2.46
F 4.86 0.93 -0.58
H 3.02 3.62 -0.84
H 2.61 1.91 -0.91
H 4.74 2.52 0.54
C 2.07 1.18 3.70
C 2.82 2.05 2.64
O 4.14 1.67 2.93
C 4.23 1.09 4.10
O 5.30 0.72 4.62
O 3.06 1.04 4.61
F 2.62 3.35 2.83
H 1.93 0.20 3.24
H 1.22 1.66 4.18
H 2.49 1.84 1.63
C 2.95 -2.07 1.73
C 1.64 -2.75 1.70
O 1.52 -3.40 2.90
C 2.50 -3.03 3.71
O 2.40 -3.06 4.95
O 3.39 -2.28 3.06
F 1.84 -3.71 0.67
H 2.78 -1.02 1.47
H 3.62 -2.39 0.93
H 0.77 -2.13 1.51
C 0.19 4.93 -0.73
C -1.18 5.38 -1.08
O -1.05 6.78 -1.21
C 0.13 7.20 -0.71
O 0.68 8.32 -0.83
O 0.87 6.09 -0.34
F -1.88 5.00 0.01
H 0.57 4.42 -1.61
H 0.17 4.18 0.06
H -1.64 4.88 -1.94
*
```

Results
E	-3642.52595	Ha
E_LUMO (alpha / beta)	-3.281 / -3.422	eV
Kohn-Sham gap (alpha / beta)	6.650 / 6.509	eV
max |F|	7.51	eV/A

Question: Among the records above, which one has the highest E?
Answer: C23H35F2O6PS